Entry 1:
11
Properties=species:S:1:pos:R:3 method="wB97M-V/def2-TZVPD" smiles="N/C(=N/O)C(=S)S" homo_energy_ev=-9.133 multiplicity=1 lumo_energy_ha=-0.02578 e_above_lowest_ev=2.1419 orbital_gap_ev=8.4
C -0.12 0.43 -0.05
C 1.17 -0.32 0.09
H -0.89 2.11 -0.75
H 0.77 2.23 -0.35
H -2.21 -1.28 1.15
H 0.05 -2.16 -0.92
N 0.02 1.66 -0.74
N -1.29 0.05 0.27
O -1.28 -1.13 0.98
S 1.29 -1.97 -0.40
S 2.49 0.39 0.70

***

Entry 2:
10
Properties=species:S:1:pos:R:3 method="wB97M-V/def2-TZVPD" smiles=Pc1cn[nH]p1 homo_energy_ev=-9.030 multiplicity=1 lumo_energy_ha=0.02664 e_above_lowest_ev=0.8192 orbital_gap_ev=9.8
C 0.23 -0.81 0.39
C -0.21 0.48 0.08
N 1.49 -0.94 0.18
N 2.06 0.20 -0.07
P 1.14 1.58 -0.22
P -2.34 0.99 0.14
H -0.31 -1.74 0.55
H 3.02 0.14 -0.47
H -2.71 -0.30 0.47
H -2.36 0.41 -1.06

***

Entry 3:
9
Properties=species:S:1:pos:R:3 method="wB97M-V/def2-TZVPD" homo_energy_ev=-9.588 multiplicity=1 lumo_energy_ha=-0.02591 e_above_lowest_ev=1.6773 orbital_gap_ev=8.9
C 3.10 0.42 -0.06
C 1.77 0.28 -0.50
N 4.18 0.33 0.28
N 1.12 -0.79 -0.79
S -2.45 0.18 -0.28
H 1.07 1.13 -0.74
H 1.38 -1.77 -0.57
H -1.06 -0.29 -0.42
H -2.18 1.45 -0.69

***

Entry 4:
9
Properties=species:S:1:pos:R:3 method="wB97M-V/def2-TZVPD" homo_energy_ev="-8.961 / -9.669" multiplicity=1 lumo_energy_ha="-0.08506 / -0.00433" e_above_lowest_ev=4.2726 orbital_gap_ev="6.6 / 9.6"
C -1.68 0.78 0.01
C 1.68 0.48 0.23
N -2.00 1.85 0.33
N -1.24 -0.27 -0.59
S -1.09 -1.75 0.20
H 1.40 0.09 1.18
H 2.37 -0.09 -0.36
H 0.97 1.25 -0.09
H -0.42 -2.34 -0.91

***

Entry 5:
9
Properties=species:S:1:pos:R:3 method="wB97M-V/def2-TZVPD" homo_energy_ev="-9.820 / -8.898" multiplicity=1 lumo_energy_ha="-0.03511 / -0.02530" e_above_lowest_ev=3.2261 orbital_gap_ev="8.9 / 8.2"
C 0.07 -1.31 0.72
C -0.52 -0.01 0.44
N 0.55 -2.35 0.92
N 1.35 1.04 -0.33
S -1.82 -0.12 -0.75
H -0.65 0.70 1.25
H 1.55 1.86 0.31
H 0.93 1.50 -1.16
H -1.47 -1.30 -1.40

***

Entry 6:
10
Properties=species:S:1:pos:R:3 method="wB97M-V/def2-TZVPD" homo_energy_ev=-8.873 multiplicity=1 lumo_energy_ha=-0.02672 e_above_lowest_ev=3.9333 orbital_gap_ev=8.1
C -0.84 -0.14 0.72
C -0.68 -1.06 -0.37
H 1.37 2.04 0.12
H 0.62 1.05 -1.15
H -1.44 -0.79 1.54
H 1.74 -0.63 0.20
N 0.41 1.60 -0.19
N -0.14 0.91 0.96
S 0.91 -1.49 -0.69
S -1.96 -1.49 -1.15

***

Entry 7:
10
Properties=species:S:1:pos:R:3 method="wB97M-V/def2-TZVPD" smiles="NC(=S)NC=S" homo_energy_ev=-8.955 multiplicity=1 lumo_energy_ha=-0.02816 e_above_lowest_ev=1.6387 orbital_gap_ev=8.2
C 0.78 -0.05 0.76
C -0.65 0.59 -1.14
H -0.44 -1.10 2.08
H -1.26 -1.19 0.59
H 1.44 0.61 -1.09
H -1.64 0.31 -0.68
N -0.40 -0.80 1.13
N 0.57 0.70 -0.44
S 2.25 0.16 1.58
S -0.65 0.76 -2.79

***

Entry 8:
11
Properties=species:S:1:pos:R:3 method="wB97M-V/def2-TZVPD" homo_energy_ev=-8.755 multiplicity=1 lumo_energy_ha=-0.02241 e_above_lowest_ev=3.2561 orbital_gap_ev=8.1
C 0.69 -0.82 0.78
C 1.17 1.05 -1.33
N -0.58 -0.97 1.41
N -1.68 -0.54 1.10
S 0.58 -0.55 -1.10
S 1.79 1.96 -0.11
S -2.26 0.13 -0.34
H 1.49 -1.62 0.80
H 1.11 1.29 -2.28
H 1.28 0.09 1.01
H -3.60 -0.02 0.07

***

Entry 9:
11
Properties=species:S:1:pos:R:3 method="wB97M-V/def2-TZVPD" smiles="SC1=CNSN1S" homo_energy_ev=-7.620 multiplicity=1 lumo_energy_ha=0.01098 e_above_lowest_ev=2.5184 orbital_gap_ev=7.9
C 0.07 -1.01 0.25
C 0.19 0.32 0.51
N -1.23 -1.50 0.33
N -0.98 1.09 0.64
S -2.34 -0.17 0.73
S 1.72 1.17 0.66
S -1.10 2.37 -0.38
H 0.88 -1.73 0.38
H -1.53 -1.89 -0.62
H 2.25 -0.07 0.47
H -1.06 3.38 0.56

***

Entry 10:
11
Properties=species:S:1:pos:R:3 method="wB97M-V/def2-TZVPD" smiles="N=C1SS1.C=NS" homo_energy_ev=-8.324 multiplicity=1 lumo_energy_ha=0.00895 e_above_lowest_ev=3.3346 orbital_gap_ev=8.6
C -1.15 -0.84 1.99
C 0.97 1.29 -1.14
N -0.44 -0.78 1.00
N 0.54 0.11 -1.12
S -1.39 -0.12 3.66
S -2.41 -1.69 2.93
S -0.39 -0.54 -2.34
H 0.74 2.11 -1.80
H 1.47 1.52 -0.17
H 0.13 -0.01 0.57
H -0.89 -1.32 -1.53

***

Entry 11:
11
Properties=species:S:1:pos:R:3 method="wB97M-V/def2-TZVPD" smiles="S=CSN/C=N/S" homo_energy_ev=-8.573 multiplicity=1 lumo_energy_ha=-0.00999 e_above_lowest_ev=1.8595 orbital_gap_ev=8.3
C 1.05 0.71 0.12
C -2.14 -0.34 0.23
H 2.34 -2.57 -0.44
H 1.81 1.34 0.48
H -0.36 2.31 0.22
H -1.64 -0.46 1.17
N 1.11 -0.50 -0.34
N -0.15 1.38 0.00
S 2.69 -1.18 -0.36
S -1.32 0.66 -0.85
S -3.40 -1.34 -0.24

***

Entry 12:
11
Properties=species:S:1:pos:R:3 method="wB97M-V/def2-TZVPD" homo_energy_ev=-8.171 multiplicity=1 lumo_energy_ha=-0.00298 e_above_lowest_ev=4.1229 orbital_gap_ev=8.1
C -0.74 -2.45 1.02
C 1.40 1.82 -0.14
N -0.79 -1.50 0.39
N -0.89 -0.41 -0.21
S 2.81 2.53 0.19
S -0.09 2.43 0.47
S 1.44 0.35 -1.06
H -0.59 -3.26 1.65
H -1.20 -0.53 -1.25
H -1.11 1.91 -0.23
H 2.44 0.86 -1.81